1.
Below is a cluster of 2 separate species, C5H10O in total, with properties calculated with wB97M-V/def2-TZVPD.

Summary:
HOMO-LUMO gap (alpha / beta) = 8.54 / 8.54 eV
multiplicity = 1
E_LUMO (alpha / beta) = 0.0660 / 0.0661 eV
max |F| = 0.4 eV/Å
relative energy (zero: lowest compared OMol25 entry of this formula, charge and spin) = 126.2 kcal/mol
molecular weight = 86.13 g mol⁻¹

Geometry (Å):
O: 2.25499 0.72839 -0.25643
C: 2.06903 -0.52879 -0.00648
C: 0.77993 -1.06863 -0.45751
C: -0.41242 0.36773 0.50968
C: -1.71603 0.07620 -0.24713
C: -1.53452 1.40855 0.34894
H: 0.55058 0.84009 0.11281
H: 2.37913 -0.94532 0.97717
H: 2.52301 -1.29083 -0.76877
H: 0.40503 -2.03565 -0.11421
H: 0.49910 -0.78178 -1.46751
H: -0.33953 -0.04152 1.51373
H: -1.66323 -0.01864 -1.32868
H: -2.40467 -0.61612 0.23000
H: -1.31370 2.24853 -0.30098
H: -2.07671 1.65780 1.25539



2.
Below is a structure of composition C10H10IrN2O4S in a non-equilibrium geometry, with properties calculated with wB97M-V/def2-TZVPD.

Summary:
HOMO-LUMO gap (alpha / beta) = 5.72 / 4.72 eV
net charge = +3
multiplicity = 5
E_LUMO (alpha / beta) = -10.5869 / -14.9581 eV
max |F| = 5.4 eV/Å
⟨S²⟩ = 6.03
relative energy (zero: lowest compared OMol25 entry of this formula, charge and spin) = 0.0 kcal/mol
molecular weight = 446.48 g mol⁻¹

Geometry (Å):
Ir: -0.41494 1.13309 -0.03624
O: -1.68552 -0.14604 -2.59060
C: -1.23933 0.33008 -1.63036
C: 0.09298 1.68757 1.78228
O: 0.46093 1.97951 2.83721
C: -0.65407 2.95668 -0.65549
O: -0.86744 4.03472 -1.02624
C: 1.24423 0.14274 -0.27038
O: 2.15051 -0.57506 -0.36927
C: 2.98636 2.87057 -3.26518
H: 3.30509 1.88711 -3.63440
H: 2.20178 3.38332 -3.83697
C: 3.50900 3.40582 -2.14867
H: 3.18709 4.38653 -1.77324
H: 4.28761 2.89285 -1.56753
C: -1.17431 -1.74705 3.15196
N: -1.35227 -2.24803 1.79160
C: -0.91737 -3.47263 1.30055
C: -1.32929 -3.56402 0.01066
N: -1.96540 -2.36786 -0.29117
C: -1.95881 -1.55769 0.80126
S: -2.46333 0.08054 0.91832
H: -0.32859 -1.05084 3.20953
H: -2.08487 -1.21751 3.43695
H: -1.01207 -2.59665 3.82162
H: -0.33352 -4.13981 1.90938
H: -1.20530 -4.34846 -0.71389
H: -2.43917 -2.13947 -1.16171



3.
Below is a cluster of 2 separate species, C4H9NO2 in total in a non-equilibrium geometry, with properties calculated with wB97M-V/def2-TZVPD.

Summary:
SMILES = C=NCO.CC=O
HOMO-LUMO gap = 9.06 eV
multiplicity = 1
E_LUMO = 0.3574 eV
max |F| = 3.9 eV/Å
relative energy (zero: lowest compared OMol25 entry of this formula, charge and spin) = 93.3 kcal/mol
molecular weight = 103.12 g mol⁻¹

Geometry (Å):
C: 0.51787 1.71940 -0.55938
N: -0.15633 0.72792 -0.17956
C: -1.60138 0.85756 0.73620
O: -2.59482 0.10096 0.20445
H: 1.54517 1.57448 -0.87695
H: 0.16977 2.75113 -0.48745
H: -1.81087 1.92556 0.67258
H: -1.37631 0.56530 1.76594
H: -2.29778 -0.35986 -0.59107
C: 1.19890 -1.70069 -0.66775
C: 0.88699 -0.84448 0.54452
O: 1.76482 -0.37742 1.26904
H: 2.07788 -1.30718 -1.17702
H: 0.34564 -1.70074 -1.34494
H: 1.40112 -2.71990 -0.34079
H: -0.07066 -1.21204 1.03218



4.
Below is a cluster of 8 separate species, C16H48O8 in total in a non-equilibrium geometry, with properties calculated with wB97M-V/def2-TZVPD.

Summary:
SMILES = CC(C)O.CC(C)O.CCO.CCO.CCO.CCO.CO.CO
HOMO-LUMO gap = 10.21 eV
multiplicity = 1
E_LUMO = 0.4325 eV
max |F| = 3.0 eV/Å
relative energy (zero: lowest compared OMol25 entry of this formula, charge and spin) = 72.6 kcal/mol
molecular weight = 368.55 g mol⁻¹

Geometry (Å):
C: -1.08655 4.49782 -4.26726
C: -1.06080 2.99075 -4.58164
C: -1.17006 2.02496 -3.38941
O: -2.27903 2.81475 -5.33134
H: -0.70616 5.03582 -5.13558
H: -0.34416 4.66285 -3.48641
H: -2.03623 4.81281 -3.83485
H: -0.18194 2.68967 -5.15178
H: -1.40459 1.00658 -3.69927
H: -2.00109 2.34711 -2.76194
H: -0.32857 2.05885 -2.69743
H: -2.51599 3.64691 -5.74723
C: -2.44215 1.24238 2.52504
C: -3.43477 0.32725 1.76263
C: -3.60998 -0.98372 2.46447
O: -4.71985 0.92741 1.87099
H: -1.47051 0.79088 2.72542
H: -2.86765 1.53167 3.48596
H: -2.32072 2.08642 1.84611
H: -3.06064 0.11367 0.76137
H: -4.00975 -0.87663 3.47284
H: -2.65183 -1.49800 2.53904
H: -4.25213 -1.63835 1.87523
H: -4.81221 1.43216 1.05964
C: 2.25713 -3.25284 2.53944
C: 0.82749 -3.02676 2.98167
O: -0.03394 -3.31110 1.87271
H: 2.59792 -2.57106 1.76025
H: 2.51293 -4.25442 2.19375
H: 2.87347 -3.00130 3.40254
H: 0.74699 -1.98779 3.30130
H: 0.55843 -3.69501 3.79969
H: -0.10992 -2.49925 1.36602
C: 3.36843 0.31823 2.71271
C: 4.52634 1.12604 3.32107
O: 4.53364 2.45071 2.91011
H: 3.43018 -0.67998 3.14614
H: 3.51123 0.23690 1.63516
H: 2.35977 0.68730 2.89844
H: 5.52403 0.73097 3.12966
H: 4.38902 1.07403 4.40114
H: 5.45476 2.68994 2.78408
C: 1.11078 0.06973 -1.13775
C: 0.39892 0.31891 0.19984
O: -0.41074 -0.72696 0.47009
H: 0.40537 -0.01743 -1.96413
H: 1.72503 -0.82993 -1.10021
H: 1.85044 0.79298 -1.48112
H: -0.16191 1.25324 0.17577
H: 1.10850 0.35916 1.02626
H: -0.98238 -0.86905 -0.28795
C: 2.67078 -3.43302 -1.02153
C: 3.59845 -4.58168 -1.31833
O: 4.24953 -4.15167 -2.51041
H: 2.07593 -3.22498 -1.91089
H: 3.19435 -2.54697 -0.66253
H: 1.97623 -3.74829 -0.24286
H: 3.01984 -5.48207 -1.52474
H: 4.35156 -4.67838 -0.53629
H: 4.78126 -4.90687 -2.77216
C: -2.06338 4.89657 -0.81611
O: -1.81226 3.66641 -0.21640
H: -1.23028 5.58259 -0.66307
H: -2.37639 4.83623 -1.85846
H: -2.92345 5.28866 -0.27330
H: -2.64991 3.20454 -0.13507
C: -2.82085 -2.53380 -0.68486
O: -2.35779 -1.45313 -1.46395
H: -2.74746 -2.30462 0.37824
H: -3.85871 -2.79947 -0.88575
H: -2.13729 -3.36255 -0.86932
H: -2.54467 -1.69673 -2.37352



5.
Below is a structure of composition C26H43Br2F6N2O7P in a non-equilibrium geometry, with properties calculated with wB97M-V/def2-TZVPD.

Summary:
HOMO-LUMO gap = 6.09 eV
multiplicity = 1
E_LUMO = -1.7956 eV
max |F| = 9.7 eV/Å
molecular weight = 800.41 g mol⁻¹

Geometry (Å):
C: -4.75119 3.13222 3.12851
C: -5.64053 1.85553 3.72054
C: -5.87477 0.79193 2.49015
C: -5.20004 -0.70152 2.77074
C: -4.91456 -1.51614 1.37673
C: -3.34203 -1.88306 1.09645
C: -2.34318 -0.54035 1.06311
C: -2.95794 0.72606 0.24916
N: -1.98064 1.44332 -0.68355
C: -1.18045 2.53910 -0.04285
C: -0.74815 2.34822 1.51706
C: -1.16580 0.44446 -1.53693
C: -2.16333 -0.66011 -2.30637
C: -3.30538 0.00860 -3.25979
O: -3.12843 0.78105 -4.33292
Br: -5.25791 -0.41569 -2.84017
C: -0.35385 1.15000 -2.77095
O: -0.81473 2.36786 -3.18260
C: 0.89899 0.58630 -3.65415
F: 0.74828 -0.85480 -4.08996
F: 0.84468 1.30241 -4.98967
C: 2.38216 0.93256 -3.04902
F: 3.25248 -0.25576 -3.38637
F: 2.43957 1.05140 -1.56487
C: 3.11801 2.25867 -3.65353
F: 2.27961 3.49157 -3.68406
F: 4.23173 2.58105 -2.68132
C: 3.92242 1.98739 -5.09503
O: 3.37426 2.24570 -6.30002
O: 5.29420 1.38575 -5.14204
C: -0.29818 -0.40153 -0.46037
C: 0.58617 -1.67090 -1.08919
C: 1.17754 -2.66476 0.12045
C: 2.17838 -1.89552 1.16467
P: 3.99193 -1.73803 0.58834
O: 4.28162 -0.15807 0.46403
O: 4.99544 -2.54019 1.76322
C: 5.27524 -1.69777 2.93597
C: 4.08507 -1.78115 4.10322
O: 4.28380 -2.39458 -1.01339
C: 5.44416 -1.74949 -1.64768
C: 6.84774 -1.86953 -0.78281
N: -0.98793 -1.01228 0.70719
H: -4.74347 4.04888 3.88556
H: -3.63597 2.73312 3.08169
H: -5.05775 3.44774 2.04303
H: -5.00121 1.39471 4.58614
H: -6.66001 2.31563 4.07706
H: -5.50384 1.19000 1.44796
H: -7.05658 0.66013 2.39303
H: -6.03204 -1.31956 3.35641
H: -4.21468 -0.65943 3.40352
H: -5.49584 -2.55687 1.43925
H: -5.40615 -0.93016 0.49140
H: -2.97167 -2.49314 2.05370
H: -3.15728 -2.60439 0.18261
H: -2.30875 -0.20150 2.20952
H: -3.36786 1.51997 1.04114
H: -3.88864 0.39446 -0.37653
H: -2.62385 1.93239 -1.37938
H: -0.20276 2.86651 -0.61968
H: -1.87703 3.51056 -0.07082
H: -1.60096 2.61285 2.29320
H: 0.11728 3.14267 1.73001
H: -0.29776 1.30620 1.80048
H: -2.70341 -1.38340 -1.56367
H: -1.51252 -1.36455 -3.01815
H: 5.38167 0.80717 -4.32847
H: 0.53124 0.33949 -0.02434
H: -0.04106 -2.37867 -1.77646
H: 1.52508 -1.33290 -1.69313
H: 1.84993 -3.46190 -0.46005
H: 0.32420 -3.30155 0.63413
H: 2.19155 -2.55608 2.15914
H: 1.80626 -0.83151 1.50594
H: 5.56030 -0.58813 2.69684
H: 6.23675 -2.17259 3.46017
H: 4.66004 -1.73449 5.13453
H: 3.36448 -0.85241 4.08736
H: 3.54351 -2.81900 4.04790
H: 5.63318 -2.29309 -2.67591
H: 5.30537 -0.61062 -1.89298
H: 6.80717 -1.20538 0.20829
H: 7.16662 -2.97446 -0.54617
H: 7.70378 -1.37075 -1.44112
H: -0.37899 -0.85858 1.56638
Br: -3.49269 3.62271 -1.16946



Copy entry 2 word for word.
Below is a structure of composition C10H10IrN2O4S in a non-equilibrium geometry, with properties calculated with wB97M-V/def2-TZVPD.

Summary:
HOMO-LUMO gap (alpha / beta) = 5.72 / 4.72 eV
net charge = +3
multiplicity = 5
E_LUMO (alpha / beta) = -10.5869 / -14.9581 eV
max |F| = 5.4 eV/Å
⟨S²⟩ = 6.03
relative energy (zero: lowest compared OMol25 entry of this formula, charge and spin) = 0.0 kcal/mol
molecular weight = 446.48 g mol⁻¹

Geometry (Å):
Ir: -0.41494 1.13309 -0.03624
O: -1.68552 -0.14604 -2.59060
C: -1.23933 0.33008 -1.63036
C: 0.09298 1.68757 1.78228
O: 0.46093 1.97951 2.83721
C: -0.65407 2.95668 -0.65549
O: -0.86744 4.03472 -1.02624
C: 1.24423 0.14274 -0.27038
O: 2.15051 -0.57506 -0.36927
C: 2.98636 2.87057 -3.26518
H: 3.30509 1.88711 -3.63440
H: 2.20178 3.38332 -3.83697
C: 3.50900 3.40582 -2.14867
H: 3.18709 4.38653 -1.77324
H: 4.28761 2.89285 -1.56753
C: -1.17431 -1.74705 3.15196
N: -1.35227 -2.24803 1.79160
C: -0.91737 -3.47263 1.30055
C: -1.32929 -3.56402 0.01066
N: -1.96540 -2.36786 -0.29117
C: -1.95881 -1.55769 0.80126
S: -2.46333 0.08054 0.91832
H: -0.32859 -1.05084 3.20953
H: -2.08487 -1.21751 3.43695
H: -1.01207 -2.59665 3.82162
H: -0.33352 -4.13981 1.90938
H: -1.20530 -4.34846 -0.71389
H: -2.43917 -2.13947 -1.16171